Computed, not measured: a molecular structure, C23H55F6IN10O6P3 in a non-equilibrium geometry, with wB97M-V/def2-TZVPD.

## Properties
Energy relative to the best compared isomer or geometry (same formula, charge and spin): 263.9 kJ/mol
Molar mass: 901.6 g mol⁻¹
E_tot: -3829.0908 hartree
Highest occupied orbital energy: -3.59 eV
Net charge: -1

Each line ends with the Löwdin charge.
Positions of all 104 atoms, in Å:
O: 5.0346 0.3569 0.9531  0.19
C: 5.3067 -0.4124 0.1180  -0.42
O: 4.3012 -0.9753 -0.6206  0.07
C: 6.7340 -0.9321 -0.2127  -0.35
F: 7.0300 -1.9480 0.6373  0.13
F: 6.6835 -1.4833 -1.4397  0.13
C: 7.8680 0.1279 -0.1305  -0.36
F: 7.7199 1.0260 0.8360  0.13
F: 9.0124 -0.5636 0.1766  0.11
C: 8.1364 0.8669 -1.4669  -0.42
F: 9.0814 1.7858 -1.2035  0.08
F: 8.6924 0.0425 -2.3963  0.11
C: 6.8616 1.5309 -2.1103  -0.69
O: 5.8786 0.8791 -2.4050  0.03
N: 6.9254 2.8668 -2.3882  -0.48
I: 6.7023 3.9808 -0.6818  0.62
H: 4.4248 -0.7671 -1.5678  0.10
O: 2.2176 0.3860 -2.9574  -0.28
P: 0.8629 -0.2965 -3.0825  0.78
N: 0.5752 0.2473 -4.7076  -0.31
C: -0.6531 0.7693 -5.2613  -0.13
C: 1.4120 -0.3960 -5.7215  -0.14
N: 0.1480 0.7791 -1.8793  -0.30
C: -0.8045 1.8375 -2.1944  -0.15
C: 1.1355 1.4361 -1.0008  -0.14
N: -0.5691 -1.2800 -3.0504  -0.31
C: -0.6182 -2.4078 -3.9807  -0.14
C: -1.8745 -0.9906 -2.4913  -0.13
H: -1.4628 0.0283 -5.3457  0.07
H: -0.4869 1.1545 -6.2693  0.08
H: -1.0264 1.6223 -4.6997  0.06
H: 1.1993 -1.4683 -5.8379  0.06
H: 2.4686 -0.2955 -5.4605  0.08
H: 1.2888 0.0625 -6.7038  0.08
H: -0.3661 2.6282 -2.8174  0.09
H: -1.1582 2.3029 -1.2721  0.06
H: -1.7194 1.4933 -2.6701  0.05
H: 1.6373 2.2660 -1.5068  0.09
H: 1.8952 0.7427 -0.6472  0.06
H: 0.6434 1.8446 -0.1126  0.07
H: -0.8413 -2.0880 -5.0045  0.07
H: -1.3890 -3.1306 -3.7107  0.07
H: 0.3329 -2.9456 -3.9869  0.08
H: -2.4501 -0.3255 -3.1385  0.07
H: -1.8145 -0.5847 -1.4828  0.07
H: -2.4732 -1.9029 -2.3932  0.08
O: -3.7628 3.1329 0.0492  -0.31
P: -4.3985 3.3914 1.4069  0.76
N: -4.1941 5.1136 1.3616  -0.31
C: -3.7894 5.9843 2.4428  -0.13
C: -5.0326 5.8018 0.3792  -0.14
N: -3.1048 2.5920 2.2985  -0.30
C: -2.1379 3.2961 3.1346  -0.15
C: -2.2816 1.6902 1.4787  -0.16
N: -5.3893 3.4174 2.8261  -0.31
C: -6.6825 4.0938 2.7189  -0.14
C: -5.0256 3.1694 4.2073  -0.13
H: -4.5290 6.0729 3.2528  0.07
H: -3.6167 6.9977 2.0759  0.08
H: -2.8391 5.6846 2.8772  0.05
H: -6.1050 5.7429 0.6121  0.06
H: -4.8866 5.3692 -0.6137  0.07
H: -4.7813 6.8602 0.2979  0.08
H: -1.4926 3.9662 2.5529  0.09
H: -1.4934 2.5725 3.6404  0.09
H: -2.5811 3.8624 3.9502  0.05
H: -1.5714 2.2461 0.8600  0.06
H: -2.8868 1.0635 0.8274  0.07
H: -1.7002 1.0124 2.1108  0.08
H: -6.5806 5.1840 2.7508  0.07
H: -7.3557 3.8253 3.5332  0.08
H: -7.1855 3.8212 1.7884  0.08
H: -4.5186 4.0301 4.6489  0.07
H: -4.4245 2.2701 4.3240  0.08
H: -5.9132 2.9973 4.8244  0.08
O: -0.4808 -3.7676 3.8674  -0.32
P: 0.2918 -3.7060 2.5588  0.77
N: -1.1120 -3.7379 1.5353  -0.30
C: -1.2900 -4.4693 0.3015  -0.13
C: -1.9295 -2.5236 1.5818  -0.14
N: 1.0001 -5.3132 2.7706  -0.31
C: 0.6313 -6.4719 1.9687  -0.17
C: 0.9643 -5.8061 4.1552  -0.17
N: 1.3782 -3.3689 1.2675  -0.30
C: 1.1966 -2.0919 0.5743  -0.12
C: 2.2386 -4.2662 0.5218  -0.11
H: -0.6661 -4.1101 -0.5308  0.07
H: -2.3247 -4.3990 -0.0412  0.08
H: -1.1144 -5.5355 0.4268  0.05
H: -1.4150 -1.6432 1.1733  0.05
H: -2.2090 -2.2933 2.6132  0.07
H: -2.8611 -2.6365 1.0239  0.07
H: -0.4134 -6.7735 2.1246  0.08
H: 1.2652 -7.3223 2.2364  0.08
H: 0.8014 -6.3483 0.9019  0.05
H: -0.0340 -6.1624 4.4320  0.08
H: 1.2647 -5.0419 4.8674  0.07
H: 1.6566 -6.6444 4.2805  0.08
H: 0.3464 -2.1208 -0.1178  0.06
H: 2.0661 -1.8131 -0.0203  0.06
H: 1.0332 -1.2849 1.2918  0.09
H: 1.6731 -4.8398 -0.2172  0.07
H: 2.8086 -4.9309 1.1679  0.08
H: 2.9915 -3.7093 -0.0437  0.08